# 1
73
Properties=species:S:1:pos:R:3:forces:R:3:lowdin_charge:R:1 method="wB97M-V/def2-TZVPD" mol_weight_g_mol=1004.1 fmax_ha_per_bohr=0.0531 orbital_gap_ev=5.0 charge=+1 energy_ev=-342492.8344
Sc 11.75864 10.12106 10.64943 0.025 0.417 -0.520 0.55
O 12.99771 7.18914 16.48677 -0.376 1.283 -0.499 -0.06
C 12.63793 8.57915 16.73323 1.141 -0.448 -0.596 -0.16
C 12.52635 9.21781 15.39095 -0.194 1.194 -0.780 -0.18
C 11.43467 10.03192 15.07259 0.063 -0.494 0.439 0.03
C 11.28114 10.53319 13.79020 0.494 -0.353 -0.518 -0.08
N 12.19941 10.28381 12.82927 0.467 0.548 0.958 0.01
C 13.36807 9.69103 13.17334 -0.324 0.497 0.291 -0.20
C 13.54726 9.13964 14.44038 -0.797 0.047 -0.763 0.03
C 14.48781 9.80610 12.17310 0.977 -0.431 0.551 -0.19
C 15.83937 9.73316 12.59504 -1.049 -0.315 0.637 0.05
C 16.85884 9.88491 11.68070 -0.299 0.733 -0.304 -0.16
C 18.26766 9.81513 12.15293 1.470 -0.774 -0.643 -0.18
O 19.12870 9.59882 11.00798 0.038 -0.176 0.986 -0.06
C 16.51035 10.17534 10.34472 0.838 -0.666 1.437 0.03
C 15.19530 10.21605 10.03275 -1.651 0.464 -0.909 -0.09
N 14.18574 10.03076 10.89791 -0.267 0.132 0.492 0.06
H 13.23889 6.83093 17.32537 0.284 -0.630 0.916 0.07
H 13.42534 9.11257 17.31779 -0.501 -0.505 -0.234 0.15
H 11.68759 8.66352 17.21941 -0.481 -0.109 0.546 0.12
H 10.66849 10.19829 15.82540 0.018 0.072 -0.244 0.13
H 10.41385 11.11588 13.47654 0.146 -0.338 0.048 0.08
H 14.43825 8.59931 14.61680 0.789 -0.447 0.471 0.11
H 16.06933 9.53684 13.65861 -0.120 0.222 -0.750 0.13
H 18.37307 9.00252 12.86861 -0.174 -0.501 -0.068 0.12
H 18.63558 10.65290 12.74283 -0.443 0.685 -0.277 0.13
H 19.96429 9.20394 11.32709 -0.632 0.385 -0.296 0.11
H 17.26700 10.29394 9.60658 0.400 0.182 -0.409 0.12
H 14.85617 10.47443 9.02871 0.215 -0.200 0.112 0.13
C 11.46684 8.65365 6.39297 -0.596 0.696 0.361 0.00
C 11.84311 8.77881 7.75290 0.073 -0.407 -1.068 -0.11
N 11.84402 9.92653 8.39805 0.101 -0.389 0.267 0.02
C 11.32373 11.01259 7.81033 0.087 0.078 -0.939 -0.18
C 10.72794 10.95341 6.52754 0.200 0.135 0.818 -0.13
C 10.86580 9.76707 5.79084 0.659 -1.097 0.891 0.04
C 9.94270 12.06807 6.11200 -0.789 0.427 -1.024 0.01
C 9.77391 13.16585 6.90120 0.100 -0.832 -0.780 0.01
C 10.46411 13.26068 8.14283 0.187 0.503 0.633 -0.13
C 10.27046 14.33432 9.04657 0.338 -0.455 0.012 0.04
C 10.97995 14.40997 10.22096 0.277 -0.590 -0.347 -0.01
C 11.90258 13.39406 10.49663 -1.138 -0.955 -2.291 -0.10
N 12.03579 12.30852 9.71904 -0.305 0.232 0.062 0.02
C 11.31944 12.23560 8.55500 -0.148 0.469 0.725 -0.21
H 11.53212 7.68316 5.88873 0.007 0.522 0.215 0.12
H 12.14405 7.91487 8.33265 0.166 -0.047 -0.095 0.11
H 10.47695 9.68262 4.79374 -0.167 0.106 -0.286 0.12
H 9.40351 11.96739 5.13800 0.539 0.267 0.954 0.14
H 9.12649 13.96140 6.56729 -0.082 0.113 0.137 0.13
H 9.53501 15.06756 8.80644 -0.396 0.479 -0.128 0.12
H 10.83262 15.17970 10.95267 -0.085 0.359 0.027 0.12
H 12.50716 13.40497 11.33848 0.958 0.087 1.624 0.10
N 8.17101 7.11467 11.27110 0.539 -0.528 -0.286 0.02
C 9.46726 6.90434 10.55737 0.344 0.452 -0.764 -0.26
P 10.89074 7.18500 11.65913 -1.000 0.101 -0.325 0.44
O 10.39338 7.53188 13.02584 0.319 -0.096 0.043 -0.31
O 11.93253 8.02733 10.95986 0.320 0.281 -0.292 -0.40
C 11.73228 5.56080 11.96596 1.033 0.018 0.238 -0.14
N 12.34245 5.89952 13.31620 -0.179 -1.174 0.711 0.13
H 8.17815 8.06181 11.73088 -0.336 -0.529 0.115 -0.03
H 7.97923 6.38197 11.96951 -0.006 0.647 -0.142 0.15
H 7.39090 7.16358 10.54977 0.375 0.261 0.071 -0.01
H 9.52057 7.69851 9.76286 -0.252 -0.642 0.610 0.03
H 9.56207 5.92532 10.04904 -0.465 0.376 0.327 0.12
H 12.50971 5.11506 11.29728 -0.623 0.835 0.436 0.13
H 10.96783 4.82637 12.10501 -0.425 -0.572 0.378 0.09
H 12.64242 5.13585 13.93704 -0.195 -0.008 -0.524 0.18
H 11.64239 6.47772 13.82785 -0.362 0.101 -0.169 0.11
H 13.12501 6.51332 13.21605 0.832 0.558 -0.271 0.13
Se 6.07714 9.26612 12.62482 0.227 -0.062 -0.487 -0.13
Sb 6.57830 10.14367 10.41190 0.102 0.664 -0.273 -0.15
Se 9.42800 10.62071 10.84105 -0.261 -0.362 0.217 0.16
Se 5.92477 12.42364 9.91494 0.244 -0.891 0.018 -0.18
Se 7.02253 8.46438 8.61962 -0.276 0.397 0.528 -0.10



# 2
66
Properties=species:S:1:pos:R:3:forces:R:3:lowdin_charge:R:1 method="wB97M-V/def2-TZVPD" mol_weight_g_mol=798.5 fmax_ha_per_bohr=0.0309 orbital_gap_ev=4.6 charge=0 relative_energy_kcal_mol=69.4 energy_ev=-177733.1026
Au -0.32411 -1.45078 -0.33120 -0.362 0.801 -0.844 0.33
N 1.80720 -2.63426 -0.40012 0.478 -0.535 0.202 0.10
C 2.94485 -2.41667 -0.42510 -0.264 0.009 -0.046 -0.27
N 4.22822 -2.14735 -0.46228 0.237 -0.051 0.048 -0.10
C 5.13561 -2.86431 -1.35396 -0.031 0.044 -0.198 -0.14
C 5.81330 -1.87997 -2.30255 0.110 -0.050 0.161 -0.18
C 6.50948 -0.77640 -1.50352 -0.216 0.047 -0.112 -0.20
C 5.49368 -0.05722 -0.61378 0.110 -0.129 0.020 -0.18
C 4.81230 -1.05873 0.31449 -0.005 0.307 -0.010 -0.14
H 4.56511 -3.61241 -1.90144 -0.007 -0.018 0.049 0.13
H 5.88957 -3.37878 -0.74679 -0.018 -0.017 -0.007 0.13
H 5.05654 -1.43842 -2.95568 0.005 -0.019 -0.028 0.12
H 6.52863 -2.41662 -2.92859 -0.010 -0.004 -0.015 0.11
H 6.98593 -0.06877 -2.18332 0.047 0.000 0.038 0.11
H 7.29290 -1.21798 -0.87866 0.045 0.018 -0.024 0.11
H 4.73781 0.42842 -1.23576 -0.028 0.021 0.036 0.11
H 5.98273 0.71364 -0.01556 -0.025 0.011 0.011 0.11
H 4.02850 -0.58124 0.90025 -0.033 -0.060 -0.009 0.13
H 5.55306 -1.48002 1.00452 -0.044 -0.025 0.021 0.13
C -2.01723 2.80833 -4.46640 -0.019 -0.013 -0.046 -0.11
C -1.87687 1.42785 -4.42016 0.007 -0.002 -0.073 -0.10
C -1.18014 0.83350 -3.37843 -0.022 0.023 0.031 -0.14
C -0.63585 1.59570 -2.34598 0.118 0.194 0.302 -0.35
C -0.78244 2.98357 -2.41235 -0.066 -0.028 -0.070 -0.11
C -1.45430 3.58813 -3.46759 0.008 0.048 0.065 -0.10
Si 0.27466 0.79110 -0.88462 -0.410 -1.157 0.409 0.52
C 0.01421 1.81799 0.69476 0.171 0.299 -0.450 -0.35
C 0.71836 3.00806 0.90051 -0.078 -0.008 0.134 -0.13
C 0.53696 3.76495 2.05062 0.087 0.054 -0.001 -0.10
C -0.35015 3.33784 3.02779 -0.040 -0.009 0.026 -0.11
C -1.05350 2.15508 2.84484 -0.032 0.024 0.028 -0.10
C -0.87278 1.40807 1.68941 -0.065 0.065 0.034 -0.14
H -2.56213 3.27470 -5.27791 0.011 -0.005 -0.015 0.09
H -2.31376 0.81266 -5.19829 0.021 0.013 -0.014 0.10
H -1.06261 -0.24273 -3.35633 -0.048 -0.085 0.062 0.08
H -0.36963 3.60299 -1.62276 -0.017 0.017 -0.025 0.08
H -1.53826 4.66767 -3.50950 -0.038 -0.003 0.019 0.10
H 1.72555 0.94220 -1.21510 0.101 0.164 0.018 -0.06
H 1.42587 3.34358 0.14944 0.012 0.023 0.014 0.09
H 1.09441 4.68414 2.18773 -0.010 0.000 0.011 0.10
H -0.49246 3.92030 3.92972 0.018 0.007 0.001 0.10
H -1.73905 1.80891 3.61006 -0.011 0.013 0.002 0.10
H -1.42433 0.48331 1.55881 0.057 -0.060 -0.033 0.05
C -1.07398 -2.64270 4.40271 -0.055 0.112 -0.141 -0.08
C -1.31857 -2.43010 2.91789 0.179 -0.081 0.169 -0.34
O -0.14902 -1.96185 2.24761 -0.058 -0.124 0.306 -0.18
H -1.97234 -3.04718 4.87184 0.017 -0.011 0.061 0.07
H -0.81770 -1.69884 4.88417 0.024 -0.017 0.025 0.07
H -0.25312 -3.34422 4.56285 -0.026 -0.038 0.015 0.07
H -2.07819 -1.66214 2.76439 0.000 0.001 -0.062 0.10
H -1.67758 -3.35062 2.45128 -0.058 0.030 -0.029 0.07
H 0.49313 -2.67994 2.21608 0.035 0.027 -0.031 0.07
Se -1.97850 -3.60628 -0.55525 -0.231 0.314 -0.179 0.15
Se -3.70714 -2.37848 -1.51252 0.926 -0.677 -0.521 0.79
N -3.32057 -0.66663 -1.12957 -0.570 1.061 0.467 -0.16
C -4.23202 -0.25986 -0.28337 1.067 -0.670 -0.971 -0.35
C -4.32918 1.07105 0.20782 -0.403 0.947 0.593 0.00
C -5.29082 1.35507 1.12183 0.902 0.315 -0.600 -0.05
C -6.19345 0.35342 1.60536 -0.399 -1.029 -0.038 -0.05
C -6.16116 -0.92514 1.14797 -0.602 0.682 0.686 -0.02
C -5.18647 -1.27527 0.17345 0.087 -1.253 -0.603 -0.36
N -5.06791 -2.46800 -0.35066 -0.611 0.533 1.072 -0.17
H -3.64950 1.82785 -0.15993 0.083 -0.073 0.000 0.13
H -5.36589 2.36667 1.49778 -0.065 -0.020 0.050 0.11
H -6.93148 0.62757 2.34792 0.021 0.029 0.012 0.11
H -6.84440 -1.68444 1.50117 -0.007 0.019 -0.001 0.12



# 3
67
Properties=species:S:1:pos:R:3:forces:R:3:lowdin_charge:R:1 method="wB97M-V/def2-TZVPD" mol_weight_g_mol=679.8 fmax_ha_per_bohr=0.0076 orbital_gap_ev=6.2 charge=+1 relative_energy_kcal_mol=3.2 energy_ev=-111901.9670
Ba -0.55807 1.36556 -0.35045 -0.237 0.227 -0.209 1.85
C 4.25292 0.75380 1.09382 -0.030 0.003 -0.003 0.00
C 2.76426 0.77344 0.91389 0.088 -0.068 -0.107 -0.27
N 2.15773 0.71233 -0.19970 -0.221 0.024 0.124 -0.05
C 2.80855 0.54369 -1.48847 0.055 -0.047 -0.045 -0.20
C 1.75039 0.57711 -2.59020 0.043 0.004 -0.029 -0.25
N 0.80880 -0.52912 -2.47234 -0.037 0.164 0.119 -0.10
C -0.49947 -0.35780 -3.09306 0.070 -0.024 -0.004 -0.25
C -1.53934 -1.32761 -2.52722 0.029 -0.047 -0.022 -0.20
N -1.70450 -1.17027 -1.07710 0.143 0.139 0.154 -0.18
C -3.06336 -1.01080 -0.55687 0.016 -0.033 0.044 -0.22
C -3.07739 -0.97795 0.98058 -0.047 -0.025 -0.011 -0.20
N -1.97473 -0.17670 1.48703 0.294 0.199 -0.070 -0.05
C -1.56208 -0.21887 2.68622 -0.184 -0.209 0.023 -0.33
C -2.24071 -0.92173 3.82635 0.021 -0.017 -0.035 -0.02
C -0.23015 0.42353 2.97783 0.144 0.010 0.220 -0.24
C 0.11911 0.92247 4.22890 0.010 0.000 -0.017 0.02
C 1.40466 1.41093 4.40592 0.009 -0.004 0.006 -0.01
C 2.31301 1.37067 3.35681 0.006 0.005 0.001 0.02
C 1.88557 0.86381 2.13588 -0.019 -0.039 0.126 -0.22
N 0.64604 0.40355 1.97695 -0.186 0.104 -0.220 0.02
H 4.73729 0.25588 0.25674 0.012 0.009 0.004 0.08
H 4.53792 0.25087 2.01610 -0.005 -0.005 0.001 0.09
H 4.63284 1.77821 1.13836 0.007 -0.007 0.007 0.11
H 3.33223 -0.41816 -1.51879 0.005 0.003 0.013 0.13
H 3.54624 1.32836 -1.67518 -0.002 0.008 0.005 0.13
H 2.25576 0.55380 -3.55860 -0.052 -0.055 -0.032 0.13
H 1.24028 1.55882 -2.56158 0.012 0.020 -0.009 0.09
H 0.75603 -0.89823 -1.52905 -0.008 -0.105 0.034 0.04
H -0.41875 -0.51045 -4.17215 -0.002 -0.004 -0.008 0.13
H -0.87884 0.67818 -2.98924 0.007 0.020 -0.032 0.08
H -1.24495 -2.35209 -2.76756 -0.011 -0.015 -0.014 0.12
H -2.48780 -1.13961 -3.03280 -0.018 0.001 0.008 0.13
H -1.20065 -1.90376 -0.58667 -0.031 -0.001 -0.010 0.07
H -3.73932 -1.81281 -0.87591 -0.014 0.015 -0.039 0.13
H -3.47822 -0.07859 -0.95670 0.005 0.024 0.023 0.12
H -2.99403 -1.99938 1.36513 0.018 -0.011 -0.032 0.11
H -4.04157 -0.58308 1.31194 0.002 -0.012 0.011 0.14
H -2.98888 -1.62695 3.47360 -0.004 0.005 0.011 0.08
H -2.74996 -0.18802 4.45681 0.009 0.000 0.004 0.10
H -1.51840 -1.44783 4.45083 -0.001 0.007 0.004 0.09
H -0.59013 0.93704 5.04485 -0.008 -0.011 -0.009 0.12
H 1.70265 1.81619 5.36365 -0.001 0.001 -0.005 0.12
H 3.32099 1.73790 3.49164 0.002 -0.007 -0.017 0.12
O 2.42953 -6.96532 -0.58701 -0.024 0.009 0.054 0.10
C 1.91118 -5.72956 -0.65069 0.018 -0.001 0.016 -0.31
C 1.94419 -4.93519 -1.79431 -0.012 -0.008 -0.020 0.01
C 1.37456 -3.68106 -1.73585 0.020 0.025 0.041 -0.13
N 0.79166 -3.17364 -0.63988 -0.004 -0.036 0.017 0.02
C 0.78843 -3.95366 0.42560 0.049 0.024 -0.055 -0.72
Br -0.01310 -3.23785 1.99785 -0.031 -0.007 -0.016 0.82
C 1.31802 -5.22418 0.50123 -0.008 -0.014 0.012 -0.04
H 2.81111 -7.22364 -1.43278 0.022 -0.017 -0.055 0.12
H 2.40334 -5.28589 -2.70969 -0.006 0.000 0.002 0.12
H 1.39306 -3.02698 -2.59944 -0.026 -0.001 -0.005 0.10
H 1.28209 -5.81227 1.40567 -0.006 0.008 0.000 0.12
F -3.43858 7.47875 -1.64350 0.008 0.005 -0.006 0.04
C -2.78213 6.31324 -1.44220 -0.006 -0.005 0.006 -0.30
C -1.44449 6.22965 -1.77462 0.041 -0.006 -0.009 -0.04
C -0.78586 5.02357 -1.55835 -0.061 0.035 0.002 -0.20
C -1.40735 3.88239 -1.02055 0.185 -0.204 0.023 -0.39
C -2.76492 4.05564 -0.71385 0.013 -0.046 0.005 -0.23
C -3.46762 5.24360 -0.91127 -0.048 -0.029 0.020 -0.04
H -0.94293 7.09419 -2.19182 -0.013 0.000 0.005 0.11
H 0.26786 4.99000 -1.83030 -0.007 0.009 0.000 0.07
H -3.34298 3.22601 -0.29027 0.000 0.002 0.003 0.06
H -4.51709 5.34587 -0.66415 0.008 0.012 -0.006 0.11



no.,HOMO energy (eV)
1,-8.5
2,-6.7
3,-9.3